Below is C5H4F2 in the gas phase in a non-equilibrium geometry, with properties calculated with ωB97M-V/def2-TZVPD.

Output
- Structure (SMILES): FC1(F)C=CC=C1
- M: 102.1 Da
- Frontier orbital gap: 9.001 eV
- Energy relative to the best compared isomer or geometry (same formula, charge and spin): 212.1 kJ/mol
- Total charge: 0
- F_max: 6.50 eV Å⁻¹
- HOMO level: -9.37 eV
- DFT total energy: -10681.388 eV

Structure (XYZ):
```
11
Properties=species:S:1:pos:R:3:nbo_charge:R:1
F 2.234 0.088 -0.851 -0.378
F 1.580 -0.324 1.355 -0.331
C -0.936 0.904 0.062 -0.178
C 0.329 1.133 0.075 -0.262
C 1.063 -0.096 0.061 0.643
C -1.249 -0.629 -0.015 -0.182
C 0.048 -1.226 -0.415 -0.254
H -2.145 -1.319 0.107 0.242
H 0.682 2.256 -0.207 0.258
H 0.208 -2.279 -0.394 0.222
H -1.813 1.493 0.223 0.222
```